Entry from the OMol25 dataset: a cluster of 2 separate species, C31H23F4Si in total at a distorted geometry (ωB97M-V/def2-TZVPD).

For the molar mass, the calculation gives 499.6 u. Its frontier orbital gap is 0.2283 Ha. As for the LUMO energy: -5.4 eV. For the max |F|, the calculation gives 2.16 eV/A. As for the HOMO energy: -11.6 eV.

Structure (ORCA input):
```
! RIJCOSX wB97M-V def2-TZVPD def2/J DEFGRID3
* xyz 1 1
F -2.91 -1.94 -1.05
C -1.89 -2.58 -0.42
C -1.69 -3.92 -0.72
C -0.64 -4.52 -0.03
F -0.43 -5.86 -0.26
C 0.18 -3.83 0.86
C 0.01 -2.45 1.05
C 1.01 -1.81 2.05
C 1.00 -0.33 2.48
C 1.95 0.04 3.48
C 2.10 1.39 3.85
F 3.03 1.77 4.79
C 1.31 2.41 3.32
C 0.32 2.00 2.44
F -0.45 2.96 1.82
C 0.09 0.66 2.09
C -1.14 -1.86 0.50
H -2.31 -4.45 -1.43
H 0.93 -4.43 1.41
H 2.04 -2.17 1.83
H 2.59 -0.68 3.98
H 1.46 3.46 3.55
H -0.82 0.44 1.54
H -1.48 -0.88 0.77
H 0.86 -2.36 2.98
Si -3.23 -1.85 5.41
C -2.42 -1.49 7.04
C -3.17 -0.74 7.98
C -2.65 -0.48 9.26
C -1.37 -0.95 9.58
C -0.58 -1.64 8.64
C -1.10 -1.91 7.37
C -4.19 -0.47 4.63
C -5.61 -0.56 4.69
C -6.40 0.47 4.17
C -5.78 1.59 3.59
C -4.38 1.66 3.46
C -3.59 0.62 3.95
C -3.90 -3.56 5.17
C -4.55 -4.18 6.27
C -5.12 -5.45 6.13
C -5.01 -6.12 4.90
C -4.31 -5.56 3.82
C -3.75 -4.28 3.96
H -4.16 -0.36 7.70
H -3.23 0.09 9.98
H -0.94 -0.74 10.57
H 0.44 -1.96 8.89
H -0.51 -2.42 6.61
H -6.08 -1.44 5.15
H -7.50 0.40 4.21
H -6.39 2.40 3.19
H -3.91 2.51 2.95
H -2.50 0.63 3.84
H -4.62 -3.65 7.23
H -5.62 -5.93 6.98
H -5.43 -7.12 4.79
H -4.19 -6.11 2.88
H -3.18 -3.82 3.14
*
```

Results of the Löwdin charge analysis, in e, for atoms 1 through 4:
1 F 0.055
2 C -0.248
3 C 0.069
4 C -0.236